{"formula": "C27H22N10OOsS", "method": "ωB97M-V/def2-TZVPD", "multiplicity": 5, "gap_ev": [7.078, 6.143], "fmax_ev_per_a": 1.0, "homo_ha": [-0.4929, -0.5099], "s2": 6.07, "total_charge": 2, "species": ["Os", "N", "C", "S", "N", "N", "C", "C", "C", "C", "C", "C", "C", "C", "C", "C", "C", "C", "N", "H", "H", "H", "H", "H", "H", "H", "H", "H", "H", "H", "N", "C", "C", "C", "C", "C", "N", "C", "C", "C", "C", "C", "N", "H", "H", "H", "H", "H", "H", "H", "H", "H", "N", "C", "O", "C", "C", "N", "C", "N", "H", "H"], "xyz": [[-0.422, -0.257, 0.239], [0.579, -3.459, 3.069], [0.398, -2.340, 2.362], [-0.950, -2.302, 1.231], [1.213, -1.340, 2.560], [0.927, -0.277, 1.756], [1.588, 0.840, 1.986], [2.638, 0.982, 2.997], [3.671, 0.047, 3.106], [4.661, 0.215, 4.056], [4.615, 1.294, 4.930], [3.575, 2.211, 4.852], [2.599, 2.065, 3.882], [1.116, 2.004, 1.210], [1.769, 3.223, 1.186], [1.177, 4.298, 0.536], [-0.050, 4.124, -0.081], [-0.609, 2.860, -0.098], [-0.033, 1.818, 0.511], [-0.055, -4.233, 2.974], [1.283, -3.488, 3.788], [3.712, -0.791, 2.425], [5.474, -0.495, 4.115], [5.389, 1.420, 5.674], [3.525, 3.037, 5.547], [1.773, 2.765, 3.850], [2.729, 3.322, 1.668], [1.666, 5.262, 0.520], [-0.564, 4.946, -0.559], [-1.547, 2.674, -0.601], [-0.191, 0.369, -3.042], [0.892, -0.389, -2.614], [1.971, -0.526, -3.492], [3.038, -1.306, -3.121], [3.014, -1.963, -1.887], [1.936, -1.762, -1.071], [0.898, -0.962, -1.412], [-1.460, 0.573, -2.539], [-2.393, 1.189, -3.391], [-3.665, 1.421, -2.951], [-4.023, 1.029, -1.651], [-3.066, 0.459, -0.867], [-1.787, 0.239, -1.290], [-0.103, 0.665, -4.003], [1.953, -0.025, -4.451], [3.885, -1.416, -3.784], [3.817, -2.615, -1.578], [1.858, -2.249, -0.107], [-2.098, 1.448, -4.399], [-4.389, 1.892, -3.602], [-5.025, 1.172, -1.273], [-3.280, 0.149, 0.148], [-4.622, -3.352, -0.170], [-3.776, -2.799, -1.051], [-2.632, -2.451, -0.808], [-4.312, -2.575, -2.434], [-3.378, -2.198, -3.418], [-2.572, -1.859, -4.171], [-5.683, -2.651, -2.719], [-6.827, -2.704, -2.874], [-5.545, -3.663, -0.427], [-4.283, -3.563, 0.755]], "forces_ev_per_a": [[0.471, 0.087, 0.857], [-0.117, 0.003, -0.052], [0.028, 0.023, 0.079], [0.041, 0.278, -0.286], [0.036, -0.077, -0.155], [0.078, 0.123, 0.071], [-0.082, 0.029, -0.095], [0.002, 0.014, 0.080], [0.058, 0.054, -0.134], [0.041, 0.029, -0.022], [-0.006, -0.009, -0.015], [0.006, 0.010, 0.002], [-0.086, -0.065, 0.065], [0.081, -0.068, 0.008], [0.051, 0.059, 0.008], [0.006, -0.007, -0.012], [-0.010, 0.008, 0.021], [-0.018, 0.026, 0.025], [0.058, -0.059, -0.204], [0.015, 0.002, 0.025], [0.005, 0.013, 0.002], [-0.014, -0.019, 0.030], [-0.009, -0.006, 0.010], [-0.010, -0.014, 0.011], [-0.005, 0.001, -0.005], [0.026, 0.025, -0.012], [-0.030, 0.030, 0.048], [0.017, -0.012, 0.013], [0.009, -0.014, -0.029], [0.016, -0.034, -0.038], [0.064, 0.056, 0.051], [-0.142, 0.000, -0.082], [0.044, -0.026, -0.082], [-0.001, -0.006, 0.035], [0.012, 0.011, -0.062], [0.007, -0.083, 0.029], [-0.060, 0.141, 0.054], [0.071, -0.032, 0.016], [0.030, -0.008, -0.085], [-0.069, -0.011, 0.088], [-0.020, 0.100, -0.119], [0.083, -0.173, -0.035], [-0.323, -0.202, 0.139], [0.015, 0.008, 0.042], [-0.006, -0.023, -0.006], [-0.019, -0.019, -0.016], [0.000, 0.008, 0.012], [-0.009, 0.060, 0.025], [0.001, -0.001, 0.009], [0.003, -0.022, -0.012], [0.019, 0.039, 0.028], [0.024, -0.056, -0.011], [0.015, 0.039, -0.038], [-0.080, -0.091, -0.122], [-0.316, -0.135, -0.192], [-0.038, -0.018, -0.060], [-0.074, -0.007, 0.146], [0.005, 0.023, -0.023], [0.141, 0.006, -0.031], [-0.028, -0.019, 0.006], [0.000, -0.005, -0.009], [-0.007, 0.015, 0.006]]}